i | DFT (ωB97M-V with the def2-TZVPD basis set) results for an isolated ion of composition C9H13N4 and charge +1.

Values from the calculation:
Frontier orbital gap in eV: 7.603
Total charge: +1
Lowest unoccupied orbital energy in eV: -4.05
HOMO in eV: -11.656

Structure (XYZ):
```
26
C9H13N4 ωB97M-V with the def2-TZVPD basis set
C 0.3824 -3.4383 2.9022
C -0.7727 -2.9045 3.5800
C 0.9526 -2.8561 1.8283
C -1.5234 -1.9572 3.0328
C 0.2715 -1.7556 1.2378
C -1.0500 -1.3592 1.8023
C 0.5504 -0.2004 -1.7441
C -0.7232 1.9296 -1.9141
C 1.6493 2.0155 -1.5139
N 0.7975 -1.1857 0.2645
N 0.5466 -0.2558 -0.5021
N -1.6072 -0.4006 1.1635
N 0.5845 1.2769 -2.2000
H 0.9072 -4.3464 3.3618
H -1.1616 -3.3226 4.5836
H 1.8137 -3.2418 1.4650
H -2.3891 -1.6444 3.5211
H 0.5110 -0.8376 -2.6578
H -1.3917 2.1597 -2.8267
H -1.3733 1.4666 -1.1795
H -0.6105 2.9689 -1.4536
H 2.5033 1.8918 -2.0989
H 1.4908 3.0924 -1.2070
H 1.7287 1.4701 -0.6126
H -2.4705 0.0161 1.4911
H 0.9242 1.2053 -3.1139
```

ii | DFT (ωB97M-V with the def2-TZVPD basis set) results for C9H13N4 as an isolated structure.

Values from the calculation:
Frontier orbital gap in eV: 6.297
Total charge: +1
Lowest unoccupied orbital energy in eV: -9.03
HOMO in eV: -15.330

Structure (XYZ):
```
26
C9H13N4 ωB97M-V with the def2-TZVPD basis set
C -1.7393 0.3266 -2.2297
C 1.4785 2.4532 -0.0724
C -0.6020 1.4231 -0.9849
C 2.2685 -0.8615 -1.0084
C -2.0677 -0.5603 1.8161
C 0.0659 2.5820 -0.2598
C 1.1575 -1.5434 -0.2357
C -0.9586 -1.3546 1.1034
C 0.1817 -0.6312 0.4111
N 2.5701 2.6364 0.2342
N -1.4976 1.5619 -2.0517
N -1.1527 -0.6020 -1.5678
N -0.4701 0.1339 -0.6722
H 1.9569 -0.1017 -1.6364
H 2.9318 -0.5681 -0.1143
H 2.6796 -1.5372 -1.5975
H -1.8629 0.4160 2.2501
H -2.9962 -0.4197 1.1500
H -2.4296 -1.2194 2.5576
H 0.0354 3.3652 -0.9032
H -0.3648 2.9604 0.6559
H 1.6059 -2.1510 0.5596
H 0.6021 -2.2952 -0.7988
H -0.6756 -2.0397 1.8786
H -1.3384 -2.0706 0.3461
H 0.6217 0.0968 1.1703
```

Most stable structure: i